Entry 1:
Computed, not measured: a cluster of 3 separate species, C3H10O3 in total at a distorted geometry, with ωB97M-V/def2-TZVPD.

Calculated values
HOMO-LUMO gap ... 9.3668 eV
LUMO energy ... 0.5 eV
SMILES ... C/C=C/O.O.O
Spin multiplicity ... 1
Total energy ... -9413.571 eV
Energy above the lowest of the compared OMol25 structures with the same formula, charge and spin ... 45.2 kcal per mole

```
16
C3H10O3, DFT ωB97M-V/def2-TZVPD
C 1.7740 -0.2239 0.1591
C 1.4222 0.1618 1.5716
C 0.4095 0.9244 1.9906
O 0.2324 1.2391 3.2405
H 2.2396 -1.1900 -0.0573
H 0.8797 -0.3281 -0.6244
H 2.5022 0.5920 -0.3495
H 2.1567 -0.3629 2.1933
H -0.4310 1.4154 1.4379
H 0.1930 0.5381 3.8694
H -1.7300 -1.6716 -2.5808
H -2.3131 -2.6502 -1.5863
O -1.6068 -2.5425 -2.2613
H -0.5690 0.8441 -3.0080
H -1.6183 1.7409 -3.0195
O -1.4937 0.7907 -3.3045
```

Atomic partial charges in e from the Mulliken method, atoms 1 to 6: C -0.81; C -0.13; C -0.03; O -0.49; H 0.33; H 0.07

Entry 2:
Computed, not measured: an isolated molecule of C3H7NO at a distorted geometry, with ωB97M-V/def2-TZVPD.

Calculated values
HOMO-LUMO gap ... 10.8179 eV
LUMO energy ... 1.0 eV
SMILES ... C[C@@H](N)C=O
Spin multiplicity ... 1
Total energy ... -6761.468 eV
Energy above the lowest of the compared OMol25 structures with the same formula, charge and spin ... 29.6 kcal per mole

```
12
C3H7NO, DFT ωB97M-V/def2-TZVPD
O -0.4296 0.0664 -2.4001
C -0.4014 0.5211 -1.2876
C -0.0952 -0.3313 -0.0832
C 1.2547 0.0441 0.4863
N -1.2410 -0.0029 0.8002
H -0.5476 1.5959 -1.1090
H -0.0334 -1.4040 -0.3096
H 1.9516 -0.1859 -0.3248
H 1.4524 -0.4699 1.4230
H 1.3391 1.1246 0.6661
H -1.1722 -0.4952 1.6925
H -2.0772 -0.4630 0.4462
```

Atomic partial charges in e from the Mulliken method, atoms 1 to 6: O -0.47; C -0.20; C 0.61; C -1.28; N -0.74; H 0.37

Entry 3:
Computed, not measured: a structure of composition C5H8BrN2 at a distorted geometry, with ωB97M-V/def2-TZVPD.

Calculated values
HOMO-LUMO gap ... 8.8047 eV
LUMO energy ... -4.3 eV
Spin multiplicity ... 1
Total energy ... -78327.342 eV
Energy above the lowest of the compared OMol25 structures with the same formula, charge and spin ... 98.0 kcal per mole
Charge ... +1

```
16
C5H8BrN2, DFT ωB97M-V/def2-TZVPD
C 0.1900 1.6646 0.0943
C -0.4259 1.2425 1.3145
C -0.0095 1.1016 -1.1426
C -0.7802 -0.0746 1.3986
C -0.0735 -1.1895 -0.0694
N 1.2848 -1.3889 0.1581
N -0.5712 -0.2919 -1.3119
Br -1.4437 -1.0127 2.8623
H 0.8474 2.6232 0.1132
H -0.4396 1.9321 2.1044
H 0.2272 1.4291 -2.1119
H -0.5370 -2.1712 -0.1471
H 1.7572 -2.0609 -0.4361
H 1.7603 -0.5702 0.5344
H -1.5426 -0.5041 -1.2684
H -0.2439 -0.7290 -2.0925
```

Atomic partial charges in e from the Mulliken method, atoms 1 to 6: C -0.34; C -0.07; C -0.24; C -0.22; C -0.61; N -0.34

Which of these has the lowest energy above the lowest of the compared OMol25 structures with the same formula, charge and spin?
C3H7NO

Which formula does entry 1 have?
C3H10O3

Which of these has the lowest HOMO-LUMO gap?
C5H8BrN2

What is the formula in the third record?
C5H8BrN2